No. 1
One molecule with the formula C4H6O2 at a distorted geometry, computed with ωB97M-V/def2-TZVPD.

Total energy ... -306.46112 Eh
Energy relative to the best compared isomer or geometry (same formula, charge and spin) ... 118.6 kJ/mol
Structure (SMILES) ... C/C=C(/O)C=O
LUMO ... -0.03 eV
Kohn-Sham gap ... 0.328 Eh

Geometry as ORCA input:
```
! RIJCOSX wB97M-V def2-TZVPD def2/J DEFGRID3
* xyz 0 1
O 0.4513 -0.1128 2.0864
O 1.9597 1.6990 0.9673
C 0.2704 0.0712 0.7462
C -0.6684 -0.6962 0.1280
C -1.0103 -0.6508 -1.3213
C 1.1943 1.1367 0.2207
H 1.1347 1.3595 -0.8543
H -1.2660 0.3602 -1.6351
H -1.1966 -1.3913 0.7600
H 1.1544 0.5071 2.3601
H -1.8552 -1.3012 -1.5276
H -0.1684 -0.9814 -1.9303
*
```


No. 2
One molecule with the formula C4H6O2, computed with ωB97M-V/def2-TZVPD.

Total energy ... -306.45887 Eh
Energy relative to the best compared isomer or geometry (same formula, charge and spin) ... 124.5 kJ/mol
Structure (SMILES) ... O=COC1CC1
LUMO ... 1.08 eV
Kohn-Sham gap ... 0.420 Eh

Geometry as ORCA input:
```
! RIJCOSX wB97M-V def2-TZVPD def2/J DEFGRID3
* xyz 0 1
O -2.1876 0.8987 -1.4510
O -0.5165 -0.5242 -0.8714
C -0.1164 0.2659 0.2391
C 0.5334 -0.5239 1.3239
C -1.5350 -0.0980 -1.6192
C 1.3637 0.3418 0.4129
H -0.7716 1.1095 0.4400
H -1.6700 -0.8058 -2.4522
H 1.9608 -0.1601 -0.3423
H 0.4091 -0.2082 2.3544
H 1.8085 1.2422 0.8235
H 0.5842 -1.5990 1.1779
*
```


No. 3
One molecule with the formula C4H6O2, computed with ωB97M-V/def2-TZVPD.

Total energy ... -306.46360 Eh
Energy relative to the best compared isomer or geometry (same formula, charge and spin) ... 112.1 kJ/mol
Structure (SMILES) ... CC(C=O)C=O
LUMO ... 0.09 eV
Kohn-Sham gap ... 0.374 Eh

Geometry as ORCA input:
```
! RIJCOSX wB97M-V def2-TZVPD def2/J DEFGRID3
* xyz 0 1
O 1.5793 1.8453 -0.6628
O 0.1738 -1.2506 1.7872
C 0.2025 -0.1048 -0.3404
C 0.8060 -0.8448 0.8442
C -1.3094 -0.3048 -0.4786
C 0.6984 1.3087 -0.0384
H 0.2889 1.7697 0.8857
H -1.7494 0.4013 -1.1899
H -1.5070 -1.3124 -0.8619
H 1.9153 -0.8821 0.8270
H 0.7289 -0.4081 -1.2522
H -1.8271 -0.2175 0.4802
*
```


No. 4
A 2-piece molecular cluster, C4H6O2 overall at a distorted geometry, computed with ωB97M-V/def2-TZVPD.

Total energy ... -306.34235 Eh
Energy relative to the best compared isomer or geometry (same formula, charge and spin) ... 430.4 kJ/mol
LUMO (alpha / beta) ... -0.02 / -0.02 eV
Kohn-Sham gap (alpha / beta) ... 0.316 / 0.316 Eh

Geometry as ORCA input:
```
! RIJCOSX wB97M-V def2-TZVPD def2/J DEFGRID3
* xyz 0 1
O 2.5985 0.7718 -0.2133
O 1.7892 -1.2962 0.1096
C 1.5608 -0.1091 0.0414
C -1.0540 -1.3988 0.2784
C -1.2350 1.1903 -0.1477
C -0.7483 -0.2102 -0.0243
H -2.0685 -1.6864 0.1812
H -0.6702 1.5757 -0.9260
H -2.3808 1.2309 -0.1591
H 3.3753 0.3389 -0.6085
H -0.7265 1.7340 0.7356
H -0.4406 -2.1410 0.7327
*
```


No. 5
One molecule with the formula C4H6O2 at a distorted geometry, computed with ωB97M-V/def2-TZVPD.

Total energy ... -306.39170 Eh
Energy relative to the best compared isomer or geometry (same formula, charge and spin) ... 300.9 kJ/mol
Structure (SMILES) ... O=CC[C@H]1CO1
LUMO ... 0.62 eV
Kohn-Sham gap ... 0.378 Eh

Geometry as ORCA input:
```
! RIJCOSX wB97M-V def2-TZVPD def2/J DEFGRID3
* xyz 0 1
O 1.7975 0.0501 1.2379
O -1.7781 -0.5328 -0.5538
C -0.6470 -0.5119 0.3142
C 1.8475 0.2142 0.0487
C -1.4774 0.6799 0.1195
C 0.6699 -0.6355 -0.4926
H 0.4606 -0.1640 -1.4365
H -2.2128 0.9806 0.8655
H -1.0828 1.4927 -0.4942
H -0.7924 -1.0819 1.2410
H 2.2739 1.2112 -0.2835
H 0.9410 -1.7028 -0.5661
*
```


No. 6
C4H6O2 as an isolated structure at a distorted geometry, computed with ωB97M-V/def2-TZVPD.

Total energy ... -306.17879 Eh
Energy relative to the best compared isomer or geometry (same formula, charge and spin) ... 859.9 kJ/mol
LUMO (alpha / beta) ... -0.31 / 0.33 eV
Kohn-Sham gap (alpha / beta) ... 0.290 / 0.364 Eh

Geometry as ORCA input:
```
! RIJCOSX wB97M-V def2-TZVPD def2/J DEFGRID3
* xyz 0 1
O 2.2639 1.2300 2.2050
O 1.9881 1.6145 0.9364
C -1.3733 -0.7738 -0.6189
C -0.2083 -0.0749 -1.4920
C -0.8818 0.0184 0.6185
C 0.0445 0.5460 -0.1684
H -1.0085 -0.1389 1.6210
H 2.8879 0.4767 2.2450
H -2.4049 -0.8493 -0.9192
H -1.1589 -1.8060 -0.4217
H -0.6602 0.5188 -2.3079
H 0.5115 -0.7613 -1.6977
*
```


No. 7
One molecule with the formula C4H6O2, computed with ωB97M-V/def2-TZVPD.

Total energy ... -306.50499 Eh
Energy relative to the best compared isomer or geometry (same formula, charge and spin) ... 3.4 kJ/mol
Structure (SMILES) ... O=C1CCCO1
LUMO ... 0.84 eV
Kohn-Sham gap ... 0.409 Eh

Geometry as ORCA input:
```
! RIJCOSX wB97M-V def2-TZVPD def2/J DEFGRID3
* xyz 0 1
O -0.7141 -1.2301 0.5674
O -2.3704 -0.7815 -0.8743
C -1.2950 -0.5076 -0.4174
C 0.5783 -0.7290 0.9209
C 0.7962 0.5878 0.1439
C -0.3888 0.6426 -0.8205
H 1.3167 -1.4944 0.6628
H 0.7983 1.4452 0.8223
H -0.1062 0.5000 -1.8674
H 0.5904 -0.5875 2.0050
H 1.7560 0.5833 -0.3793
H -0.9614 1.5712 -0.7634
*
```


No. 8
A 2-piece molecular cluster, C4H6O2 overall, computed with ωB97M-V/def2-TZVPD.

Total energy ... -306.42584 Eh
Energy relative to the best compared isomer or geometry (same formula, charge and spin) ... 211.2 kJ/mol
Structure (SMILES) ... CC=C=O.C=O
LUMO ... 0.62 eV
Kohn-Sham gap ... 0.347 Eh

Geometry as ORCA input:
```
! RIJCOSX wB97M-V def2-TZVPD def2/J DEFGRID3
* xyz 0 1
O -1.8912 -0.5438 -1.7555
O 1.0044 2.1716 -0.5120
C 0.8750 1.0429 -0.2227
C -2.2440 0.4552 -1.1776
C 0.7070 -0.2170 0.1059
C 1.4436 -0.8712 1.2484
H -2.9682 1.1619 -1.6222
H 1.9488 -0.1305 1.8748
H 0.7480 -1.4281 1.8843
H 2.1995 -1.5732 0.8798
H -1.8482 0.7167 -0.1781
H 0.0252 -0.7844 -0.5251
*
```


No. 9
One molecule with the formula C4H6O2 at a distorted geometry, computed with ωB97M-V/def2-TZVPD.

Total energy ... -306.49367 Eh
Energy relative to the best compared isomer or geometry (same formula, charge and spin) ... 33.2 kJ/mol
Structure (SMILES) ... O=C1CCCO1
LUMO ... 0.81 eV
Kohn-Sham gap ... 0.404 Eh

Geometry as ORCA input:
```
! RIJCOSX wB97M-V def2-TZVPD def2/J DEFGRID3
* xyz 0 1
O 0.2323 1.5837 -0.0528
O 2.3799 0.9875 -0.6597
C 1.2443 0.7314 -0.3453
C -1.0318 0.7778 0.3044
C -0.7139 -0.7311 0.1799
C 0.7679 -0.6897 -0.2201
H -0.8419 -1.2967 1.1171
H 1.4196 -1.1401 0.5269
H -1.3140 -1.2520 -0.5845
H -1.8009 1.1057 -0.4008
H -1.2938 1.0655 1.3269
H 0.9524 -1.1421 -1.1919
*
```


No. 10
One molecule with the formula C4H6O2, computed with ωB97M-V/def2-TZVPD.

Total energy ... -306.46989 Eh
Energy relative to the best compared isomer or geometry (same formula, charge and spin) ... 95.6 kJ/mol
Structure (SMILES) ... O=C1CCOC1
LUMO ... 0.87 eV
Kohn-Sham gap ... 0.390 Eh

Geometry as ORCA input:
```
! RIJCOSX wB97M-V def2-TZVPD def2/J DEFGRID3
* xyz 0 1
O -1.0373 0.9345 -0.1414
O 0.3894 -2.2524 -0.0113
C 0.1750 1.0610 0.5963
C 0.1658 -1.0827 -0.1939
C 1.1206 0.0928 -0.1087
C -1.2083 -0.4443 -0.4174
H -1.5182 -0.5707 -1.4611
H 0.0197 0.7373 1.6388
H -1.9602 -0.9032 0.2373
H 0.4781 2.1082 0.5898
H 1.3178 0.4648 -1.1234
H 2.0577 -0.1452 0.3950
*
```


Among the records above, which one has the highest energy relative to the best compared isomer or geometry (same formula, charge and spin)? number 6


What is the formula in the third record? C4H6O2